Arrangement a

Below is 2 unconnected molecules or ions with the total composition C3H8N2O2, with properties calculated with ωB97M-V/def2-TZVPD.

The geometry in ORCA input format:
```
! RIJCOSX wB97M-V def2-TZVPD def2/J DEFGRID3
* xyz 0 1
C 0.66857 0.95754 -0.62218
C 1.08671 -1.05753 0.72064
N -0.46944 1.24227 -0.03394
N -0.10063 -1.38534 1.17591
C -1.72317 0.28412 0.00544
O 0.64155 0.54110 -1.90253
O -2.03328 -0.39251 -0.98214
H 1.52790 0.28401 -2.17948
H -0.35102 1.70105 0.86279
H 1.58866 1.38853 -0.24176
H -1.07100 -0.39289 0.89619
H -0.56522 -2.02430 0.52762
H -2.47455 0.88051 0.57099
H 1.50628 -1.48862 -0.18590
H 1.76865 -0.53794 1.38835
*
```

Results
Lowest unoccupied orbital energy (spin up / spin down), eV: 0.275 / 0.275

Arrangement b

Below is 3 unconnected molecules or ions with the total composition C3H8N2O2, with properties calculated with ωB97M-V/def2-TZVPD.

The geometry in ORCA input format:
```
! RIJCOSX wB97M-V def2-TZVPD def2/J DEFGRID3
* xyz 0 1
C 2.08020 1.56587 0.03705
C 1.70903 0.22038 0.15151
N 0.77439 0.20489 1.15544
C 0.52247 1.52682 1.51747
N 1.38797 2.35508 0.99603
H 2.69569 2.24252 -0.57063
H 2.32419 -0.67757 0.08788
H 0.28310 -0.63453 1.48370
H -0.40912 1.64239 2.15356
H -1.85124 -2.67407 0.72219
H -2.01324 -1.41363 -0.21883
O -1.99929 -1.74799 0.66440
H -1.16707 -1.01197 -2.33916
H -2.22182 -0.39200 -3.24861
O -2.11524 -1.20618 -2.59200
*
```

Results
Lowest unoccupied orbital energy, eV: 0.361

Arrangement c

Below is 3 unconnected molecules or ions with the total composition C3H8N2O2, with properties calculated with ωB97M-V/def2-TZVPD.

The geometry in ORCA input format:
```
! RIJCOSX wB97M-V def2-TZVPD def2/J DEFGRID3
* xyz 0 1
C 1.84689 -1.49724 0.64951
C 1.15018 -0.57358 1.43877
N 0.02677 -0.16098 0.72991
C -0.02132 -0.87099 -0.35320
N 1.08614 -1.63092 -0.46983
H 2.55327 -2.28378 0.85929
H 1.21471 -0.45099 2.50898
H -0.79952 -1.01910 -1.09130
H 1.15646 -2.43372 -1.07570
H -0.10440 3.06969 0.63426
H -1.51971 2.34764 0.38806
O -0.65958 2.57459 0.06107
H -2.88431 0.32467 -1.37101
H -1.70195 1.11739 -0.82842
O -2.31639 1.06802 -1.57231
*
```

Results
Lowest unoccupied orbital energy, eV: 0.757

Stability ranking, top and bottom: arrangement c is the most stable and arrangement a is the least stable.

Arrangement a

Below is a single C3H8N2O2 molecule, with properties calculated with ωB97M-V/def2-TZVPD.

The geometry in ORCA input format:
```
! RIJCOSX wB97M-V def2-TZVPD def2/J DEFGRID3
* xyz 0 1
C 0.20038 0.62316 -0.45260
C -0.99876 1.36952 0.13945
N 0.87957 -0.93955 1.27964
C 0.21044 -0.79417 0.12523
N 0.09170 0.61616 -1.89778
O 0.86412 -2.18996 1.91325
O -0.32705 -1.75107 -0.40771
H 0.36040 -2.74557 1.28218
H 1.27490 -0.21786 1.85646
H 1.12896 1.13844 -0.18152
H 0.90806 0.18040 -2.31548
H -0.71455 0.05691 -2.16503
H -1.91469 0.82751 -0.08272
H -0.90158 1.47005 1.21689
H -1.06189 2.35604 -0.31026
*
```

Results
Lowest unoccupied orbital energy, eV: 0.804

Arrangement b

Below is 3 unconnected molecules or ions with the total composition C3H8N2O2, with properties calculated with ωB97M-V/def2-TZVPD.

The geometry in ORCA input format:
```
! RIJCOSX wB97M-V def2-TZVPD def2/J DEFGRID3
* xyz 0 1
C -0.07244 -0.31224 1.89738
C -0.11043 -0.24510 0.50788
N 0.77174 0.70274 0.15514
C 1.39677 1.09146 1.21100
N 0.78341 0.61527 2.34459
H -0.35510 -1.27451 2.36702
H -0.43178 -1.12888 -0.10322
H 2.23206 1.83338 1.32948
H 1.16529 0.64776 3.29688
H 0.35309 -0.17896 -1.69639
H 0.82829 -0.01266 -3.13965
O 0.20000 -0.50194 -2.57876
H -2.47387 0.08302 -1.33712
H -1.73947 -0.61663 -2.35303
O -2.54756 -0.70271 -1.90118
*
```

Results
Lowest unoccupied orbital energy, eV: 0.617

Arrangement c

Below is 2 unconnected molecules or ions with the total composition C3H8N2O2, with properties calculated with ωB97M-V/def2-TZVPD.

The geometry in ORCA input format:
```
! RIJCOSX wB97M-V def2-TZVPD def2/J DEFGRID3
* xyz 0 1
C -1.31327 -0.24217 -0.71029
C 0.60128 1.84107 0.90869
C -0.01480 -0.60140 -0.08039
N 0.96693 -1.03402 -2.15035
N -0.14257 -1.19660 1.15215
O 1.97654 -1.19907 -2.72589
O 1.09837 -0.82127 -0.64420
H -1.31273 0.62736 -1.33867
H -1.66563 -1.10907 -1.23506
H -1.96611 0.06445 0.16357
H 0.13567 2.50632 0.25769
H 1.63366 2.08163 1.18333
H -0.06820 1.60871 1.79115
H -0.46720 -0.56473 1.95663
H 0.53807 -1.96121 1.47164
*
```

Results
Lowest unoccupied orbital energy (spin up / spin down), eV: 0.731 / -0.671

Stability ranking, top and bottom: arrangement b is the most stable and arrangement c is the least stable.